Entry 1:
ORCA calculation (wB97M-V/def2-TZVPD) on 2 unconnected molecules or ions with the total composition C2HFI2O.

Last column: natural (NBO) charge in e.
Positions of all 7 atoms, in Å:
H (-1.184, -0.079, 0.957)  0.16
C (-0.127, 0.104, 0.898)  0.23
I (-0.400, -2.650, -0.591)  -0.10
I (-0.847, 1.361, -1.926)  0.27
C (0.320, 0.502, -0.450)  0.23
F (1.634, 0.610, -0.742)  -0.31
O (0.604, 0.153, 1.853)  -0.47

Calculated values
Kohn-Sham gap (alpha / beta) ... 7.95 / 6.23 eV
DFT total energy ... -23053.6800 eV
LUMO energy (alpha / beta) ... -2.08 / -3.11 eV
ΔE to the lowest compared entry with this formula, charge and spin ... 32.2 kcal/mol

---

Entry 2:
ORCA calculation (wB97M-V/def2-TZVPD) on a gas-phase ion, C23H18F3N2S (charge +1).

Last column: natural (NBO) charge in e.
Positions of all 47 atoms, in Å:
C (0.956, -3.540, 0.044)  -0.14
C (-4.369, 2.549, 1.896)  -0.25
H (0.780, 1.008, -1.890)  0.21
H (-1.254, 3.785, 1.771)  0.26
F (4.338, 1.403, 1.797)  -0.31
C (-3.276, 3.395, 1.934)  0.40
H (1.384, -1.025, -3.149)  0.22
C (-0.217, 0.691, -1.613)  -0.23
C (-0.647, -0.221, -2.723)  -0.42
C (-2.856, 0.805, 1.098)  -0.16
S (0.463, -2.197, 1.045)  0.44
H (0.057, 3.754, 0.116)  0.25
C (0.348, -1.352, -2.863)  -0.21
C (1.814, 3.981, 1.455)  0.42
C (2.963, 3.375, 1.961)  -0.33
C (1.378, -4.802, 0.441)  -0.21
H (-0.638, 0.338, -3.662)  0.25
H (0.009, -2.103, -3.601)  0.24
H (-0.840, 1.566, -1.530)  0.24
F (-3.461, 4.725, 2.253)  -0.32
C (1.211, -4.185, -2.331)  -0.22
C (-1.736, 1.638, 1.281)  -0.10
N (-0.140, 0.078, -0.315)  -0.40
H (-2.704, -0.175, 0.604)  0.20
C (1.656, -5.740, -0.554)  -0.19
H (1.750, -6.243, -2.717)  0.25
H (1.935, -6.736, -0.268)  0.24
H (-1.635, -0.661, -2.522)  0.23
H (-5.343, 2.962, 2.150)  0.25
F (1.670, 5.359, 1.516)  -0.32
H (-5.005, 0.598, 1.198)  0.23
C (0.194, -1.231, -0.379)  0.35
H (1.206, -3.901, -3.397)  0.24
C (0.855, -3.271, -1.310)  0.10
H (-0.274, 0.119, 1.979)  0.26
H (3.771, 4.012, 2.339)  0.27
H (2.118, 0.166, 1.000)  0.23
N (0.353, -1.963, -1.515)  -0.37
C (1.566, -5.474, -1.939)  -0.18
C (3.101, 1.998, 1.707)  0.43
C (2.027, 1.240, 1.225)  -0.30
C (-4.150, 1.245, 1.409)  -0.20
C (-0.390, 0.924, 1.095)  0.00
C (0.792, 3.257, 0.786)  -0.28
C (0.790, 1.875, 1.026)  -0.03
H (1.428, -5.010, 1.505)  0.24
C (-1.978, 2.984, 1.647)  -0.26

Calculated values
Kohn-Sham gap ... 8.85 eV
DFT total energy ... -46103.4852 eV
LUMO energy ... -3.07 eV
Charge ... +1
ΔE to the lowest compared entry with this formula, charge and spin ... 0.2 kcal/mol

---

Entry 3:
ORCA calculation (wB97M-V/def2-TZVPD) on C16H28N2O5S in the gas phase.

Last column: natural (NBO) charge in e.
Positions of all 52 atoms, in Å:
H (-4.390, -2.018, 1.177)  0.23
H (4.664, 1.563, 0.157)  0.19
H (2.432, -1.298, 2.351)  0.22
C (4.096, -0.527, -0.022)  -0.44
H (-2.345, -1.226, -1.883)  0.24
H (3.331, 0.888, 2.200)  0.20
C (2.078, -0.733, 1.489)  -0.49
O (1.892, 2.377, -1.525)  -0.64
H (0.062, 1.192, 0.909)  0.23
S (-2.460, -0.157, 0.199)  2.31
O (-3.519, 0.208, 1.096)  -0.95
O (-1.293, -0.779, 0.774)  -0.98
H (4.727, -0.696, 0.850)  0.21
H (4.587, -0.966, -0.888)  0.23
H (-4.558, -3.742, 0.822)  0.21
H (3.750, 1.190, -1.322)  0.25
C (1.931, -3.367, -0.113)  -0.10
H (2.290, -4.199, -0.722)  0.19
H (-3.406, -3.371, -1.379)  0.21
C (-0.359, 3.238, 0.384)  -0.38
O (3.057, -2.659, 0.360)  -0.53
N (-2.050, 1.170, -0.736)  -0.69
H (0.988, -2.616, -1.969)  0.19
C (0.185, 1.847, 0.048)  -0.34
C (1.623, 1.889, -0.443)  0.72
H (-2.377, -2.943, -0.005)  0.22
C (-2.622, 2.447, -0.358)  -0.22
H (-0.546, 1.870, -1.987)  0.23
C (-3.093, -1.265, -1.097)  -0.63
H (1.002, -0.890, 1.386)  0.24
H (-0.241, 3.884, -0.489)  0.21
C (-0.652, 1.250, -1.092)  -0.21
H (-5.405, -2.549, -0.164)  0.20
H (0.166, -2.113, -0.458)  0.19
C (1.134, -2.325, -0.928)  -0.11
H (-2.256, 4.111, 0.959)  0.22
H (-1.936, 2.519, 1.668)  0.21
N (2.588, 1.372, 0.356)  -0.44
C (-1.834, 3.124, 0.764)  -0.42
O (1.955, -1.176, -0.915)  -0.54
H (-4.023, -0.822, -1.441)  0.24
H (0.210, 3.675, 1.207)  0.21
H (-3.646, 2.253, -0.039)  0.23
C (3.840, 0.971, -0.257)  -0.22
C (-3.283, -2.669, -0.550)  -0.42
C (2.393, 0.759, 1.650)  -0.21
H (-0.299, 0.244, -1.318)  0.22
H (-2.633, 3.078, -1.252)  0.20
H (1.340, -3.754, 0.726)  0.17
C (-4.486, -2.751, 0.382)  -0.61
C (2.782, -1.277, 0.223)  0.54
H (1.611, 1.272, 2.210)  0.22

Calculated values
Kohn-Sham gap ... 9.78 eV
DFT total energy ... -41099.5611 eV
LUMO energy ... 0.70 eV
ΔE to the lowest compared entry with this formula, charge and spin ... 19.8 kcal/mol

---

Entry 4:
ORCA calculation (wB97M-V/def2-TZVPD) on a gas-phase ion, C25H37N4O4PS (charge +2).

Last column: Löwdin charge in e.
Positions of all 72 atoms, in Å:
H (1.277, -3.488, -1.448)  0.13
O (-2.013, 4.526, 2.273)  -0.08
H (2.102, 0.916, 1.529)  0.05
N (2.801, -0.511, -2.928)  -0.09
P (5.557, -0.214, -1.242)  0.70
H (-3.555, -4.440, -0.041)  0.16
C (-6.038, -2.198, 0.882)  -0.19
H (7.332, -0.152, 0.950)  0.12
H (-3.703, -3.338, 3.439)  0.15
N (-2.629, 5.232, 0.225)  -0.04
C (1.399, -2.390, -1.728)  0.07
H (3.443, -2.654, -2.936)  0.16
H (9.230, 1.078, 1.454)  0.08
S (-4.629, 3.421, 1.407)  0.89
H (-5.875, -3.208, 0.348)  0.11
C (3.202, 0.850, 1.830)  -0.07
H (-0.502, -0.215, 1.225)  0.12
C (-0.873, -1.872, -0.383)  -0.09
H (3.347, 0.467, 2.912)  0.10
H (4.910, -0.495, 1.356)  0.11
C (-1.771, -3.076, -0.764)  0.07
H (3.900, -0.474, -4.759)  0.16
C (-4.904, 2.883, -0.357)  -0.46
H (-7.180, -2.066, 0.967)  0.13
H (1.953, 1.562, -2.860)  0.16
C (1.794, 0.472, -2.532)  0.06
N (-3.059, -2.829, 1.433)  -0.07
C (-2.891, -3.547, 0.196)  0.06
H (3.241, -1.120, 0.661)  0.12
H (3.759, 1.841, 1.691)  0.09
H (6.303, 1.419, 1.069)  0.11
C (-5.320, -2.231, 2.319)  -0.16
H (3.821, 1.145, -3.909)  0.15
O (5.951, -1.613, -0.712)  -0.33
C (3.963, 0.015, -3.711)  -0.16
H (6.153, 0.392, -3.568)  0.13
H (-6.264, 0.478, 1.461)  0.12
H (-5.378, 3.786, -0.899)  0.10
H (-0.040, 5.739, 2.261)  0.14
H (8.247, 2.653, 1.452)  0.08
H (-6.104, -2.555, 3.103)  0.14
C (2.635, -1.918, -2.568)  0.09
C (-3.071, 4.397, 1.334)  -0.50
C (3.930, -0.203, 0.818)  -0.27
H (-3.890, 2.689, -0.849)  0.08
C (-5.514, -1.047, -0.109)  -0.21
O (6.874, 0.857, -0.927)  -0.26
N (-1.423, 5.842, 0.445)  0.00
O (4.200, 0.468, -0.472)  -0.29
C (-4.132, -3.317, 2.377)  -0.13
H (-5.658, 1.113, -1.560)  0.12
C (-1.015, 5.406, 1.757)  -0.08
C (5.402, -0.366, -3.114)  -0.17
C (-2.296, -1.681, 1.846)  0.05
H (-4.476, -1.275, -0.564)  0.10
H (9.073, 1.973, -0.141)  0.09
H (-0.213, 0.965, -1.397)  0.14
H (-1.623, -3.651, -1.735)  0.13
C (8.520, 1.731, 0.831)  -0.07
H (-4.474, -4.391, 2.145)  0.15
H (-4.464, 0.594, 0.974)  0.08
C (0.327, -1.337, -1.272)  -0.10
C (-5.532, 0.430, 0.585)  -0.23
C (-5.821, 1.575, -0.513)  -0.24
C (0.534, 0.143, -1.701)  0.07
H (-6.279, -0.991, -0.978)  0.12
C (-1.151, -1.118, 0.971)  0.09
H (-6.941, 1.857, -0.439)  0.13
H (-2.533, -1.206, 2.853)  0.16
C (7.155, 0.899, 0.512)  -0.27
H (-4.881, -1.227, 2.657)  0.11
H (5.781, -1.399, -3.436)  0.12

Calculated values
Kohn-Sham gap ... 4.62 eV
DFT total energy ... -60774.0152 eV
LUMO energy ... -7.91 eV
Charge ... +2

---

Entry 5:
ORCA calculation (wB97M-V/def2-TZVPD) on a gas-phase ion, CH3O4PS (charge -2).

Last column: natural (NBO) charge in e.
Positions of all 10 atoms, in Å:
O (0.595, -2.538, -1.145)  -1.23
H (-0.807, 2.311, 0.222)  0.16
H (0.412, 1.287, 1.094)  0.22
O (1.577, 1.087, -1.447)  -1.07
H (-1.205, 0.638, 0.808)  0.26
P (0.070, -1.583, -0.095)  2.23
O (-1.433, -1.539, 0.016)  -1.23
O (0.990, -1.494, 1.199)  -1.23
C (-0.413, 1.313, 0.456)  -0.83
S (0.213, 0.516, -1.107)  0.72

Calculated values
Kohn-Sham gap ... 5.77 eV
DFT total energy ... -29400.8397 eV
LUMO energy ... 6.28 eV
Charge ... -2
ΔE to the lowest compared entry with this formula, charge and spin ... 38.0 kcal/mol

---

Entry 6:
ORCA calculation (wB97M-V/def2-TZVPD) on 7 unconnected molecules or ions with the total composition C12H35N14O7.

Last column: natural (NBO) charge in e.
Positions of all 68 atoms, in Å:
N (4.706, 6.600, -4.520)  -0.84
H (-5.417, -2.492, 3.340)  0.40
H (-0.511, 0.119, 4.689)  0.40
H (-3.901, 1.729, -0.233)  0.40
N (-4.007, 0.755, -0.023)  -0.87
H (-6.154, -0.191, -2.227)  0.41
O (-3.179, -0.392, 2.499)  -0.73
H (0.271, 3.648, -3.388)  0.40
H (4.637, -2.266, 1.168)  0.23
N (1.408, -3.901, -2.513)  -0.86
H (5.493, 6.199, -4.993)  0.39
H (-5.271, -1.576, 1.879)  0.43
O (1.256, -0.516, 1.442)  -0.33
H (-1.438, -3.844, 1.006)  0.45
C (0.462, -1.723, 5.014)  0.78
O (1.294, 2.438, -1.476)  -0.72
H (0.984, -2.258, 6.898)  0.42
H (0.924, 5.206, -3.004)  0.42
O (0.898, -2.721, 4.453)  -0.69
C (-1.080, -0.708, 0.653)  -0.06
H (-2.902, -1.825, 0.182)  0.30
C (3.410, 6.273, -4.798)  0.78
C (0.050, -2.497, 1.337)  0.21
H (-2.461, -1.103, 4.715)  0.41
H (-5.509, 1.394, -1.982)  0.40
H (3.995, 4.914, -6.278)  0.39
H (3.136, -1.932, 2.071)  0.22
H (1.302, -3.463, -1.619)  0.37
C (1.417, 3.636, -1.720)  0.78
N (-0.882, -4.218, -2.688)  -0.86
C (-3.775, -1.208, 3.198)  0.79
H (-3.736, -2.237, 5.035)  0.40
C (-4.828, -0.105, -0.698)  0.79
H (2.327, -4.005, -2.900)  0.41
H (4.863, 7.288, -3.809)  0.41
O (0.513, -4.904, -4.338)  -0.63
H (2.279, 5.446, -1.133)  0.40
N (-0.142, -0.728, 4.298)  -0.85
C (0.357, -4.379, -3.259)  0.77
H (-1.030, -3.785, -1.799)  0.37
H (-0.238, -0.892, 3.322)  0.40
C (2.002, -0.187, 0.217)  -0.09
H (0.195, -0.722, 6.829)  0.40
H (-1.259, 0.321, 0.430)  0.27
O (2.469, 6.784, -4.208)  -0.69
C (3.426, -0.730, 0.258)  -0.43
H (3.116, -2.828, 0.572)  0.18
N (2.165, 4.468, -0.940)  -0.84
N (0.821, 4.229, -2.785)  -0.84
C (-1.883, -1.789, 0.538)  -0.04
H (4.100, 0.054, 0.586)  0.21
N (-1.171, -2.874, 0.950)  -0.47
H (-1.673, -4.555, -3.205)  0.42
H (-3.501, 0.356, 0.748)  0.43
H (0.799, -3.151, 1.734)  0.28
N (-3.307, -1.561, 4.432)  -0.84
H (2.624, 4.071, -0.144)  0.40
H (2.297, 5.086, -6.012)  0.41
C (3.593, -1.993, 1.091)  -0.61
N (0.106, -1.194, 1.146)  -0.02
O (-4.887, -1.290, -0.390)  -0.72
H (1.956, 0.889, 0.117)  0.24
N (-5.549, 0.427, -1.719)  -0.83
N (3.238, 5.341, -5.781)  -0.84
H (1.487, -0.595, -0.646)  0.19
H (3.690, -0.973, -0.766)  0.22
N (-4.917, -1.822, 2.787)  -0.84
N (0.543, -1.536, 6.359)  -0.84

Calculated values
Kohn-Sham gap ... 9.80 eV
DFT total energy ... -48204.9318 eV
LUMO energy ... -2.13 eV
Charge ... +1